No. 1
Density functional theory data (ωB97M-V with the def2-TZVPD basis set) for a molecular structure, C40H70AsF6HfN10 in a non-equilibrium geometry.

Each line ends with the Löwdin charge.
Cartesian coordinates (Å):
Hf 9.47947 25.73353 -0.82882  2.2212
As 10.27842 29.11435 -3.12944  0.8405
F 11.99570 28.97646 -2.83452  -0.2305
F 10.53433 28.07040 -4.49703  -0.2180
F 8.55176 29.10942 -3.36642  -0.2191
F 10.05198 30.01454 -1.65242  -0.2230
F 10.54433 30.53120 -4.06163  -0.1900
F 10.00760 27.61690 -2.05170  -0.4491
C 16.48367 25.00965 -3.23912  -0.0770
C 14.98093 25.00310 -2.96259  -0.2278
C 14.48417 26.10265 -2.00013  -0.1194
C 13.05222 26.00644 -1.70471  -0.0993
N 11.93136 25.93626 -1.46223  0.0787
H 16.82500 25.79476 -3.91441  0.0558
H 16.76765 24.07306 -3.71843  0.0910
H 17.09850 25.08268 -2.34055  0.0870
H 14.76562 24.03252 -2.50574  0.1157
H 14.43009 24.96395 -3.90257  0.0864
H 14.69787 27.09636 -2.40507  0.1264
H 14.99462 26.10271 -1.03323  0.1472
C 7.73015 28.60260 -6.93913  -0.1197
C 6.74978 29.11212 -7.99062  -0.2299
C 5.28764 28.70286 -7.74487  -0.1690
C 4.70930 29.17541 -6.50051  -0.2144
N 4.29632 29.58348 -5.50728  0.1785
H 7.47331 28.86452 -5.90838  0.0494
H 8.70588 29.07641 -7.06399  0.0542
H 7.88926 27.52398 -7.02112  0.0710
H 7.09008 28.77215 -8.96821  0.1104
H 6.81521 30.19946 -8.04906  0.1059
H 5.16235 27.61391 -7.76846  0.1221
H 4.66355 28.98978 -8.59422  0.1337
C 5.36939 29.84268 -1.94869  -0.0763
C 4.96552 29.49023 -0.51555  -0.2075
C 6.17407 29.55530 0.41317  -0.1343
C 7.15606 28.52372 0.09905  -0.0973
N 7.93758 27.71740 -0.14585  0.0976
H 6.21114 29.23546 -2.29686  0.0345
H 5.75674 30.86336 -2.00775  0.0708
H 4.54505 29.78979 -2.65839  0.0762
H 4.55334 28.47795 -0.46334  0.1139
H 4.15758 30.11187 -0.13339  0.1332
H 5.87052 29.40315 1.45586  0.1494
H 6.56632 30.57466 0.46658  0.1275
C 13.60997 29.75219 -0.19906  -0.0776
C 12.63933 30.55102 0.68229  -0.2028
C 11.90739 29.57507 1.62623  -0.1260
C 11.23903 28.45949 0.96859  -0.1098
N 10.71908 27.56449 0.47368  0.0896
H 14.03576 30.34679 -1.00346  0.0730
H 13.07336 28.95092 -0.71688  0.0310
H 14.30273 29.29400 0.50737  0.0922
H 11.92389 31.16578 0.13524  0.0924
H 13.16054 31.23941 1.34741  0.1297
H 11.21010 30.07296 2.30286  0.1435
H 12.65062 29.09207 2.27092  0.1476
C 8.84098 32.63499 0.58983  -0.1049
C 9.40524 33.05300 -0.77159  -0.2468
C 8.45866 32.73191 -1.93711  -0.1776
C 7.13431 33.38963 -1.82621  -0.2272
N 6.12356 33.92322 -1.73769  0.1720
H 8.71665 31.54796 0.64524  0.0440
H 7.85854 33.08034 0.77422  0.0784
H 9.40077 32.98716 1.45711  0.0795
H 10.33059 32.49795 -0.94491  0.0695
H 9.71358 34.09163 -0.65246  0.1239
H 8.32338 31.65603 -2.02775  0.0782
H 8.90989 33.12133 -2.85050  0.1074
C 12.77219 26.05032 -5.83298  -0.0983
C 12.21064 24.65357 -6.11489  -0.2143
C 10.74624 24.47235 -5.71961  -0.1292
C 10.38158 24.95590 -4.39080  -0.1055
N 10.06627 25.32494 -3.34936  0.0903
H 13.83888 26.05194 -6.03647  0.0704
H 12.53116 26.32951 -4.80033  0.0437
H 12.20351 26.78367 -6.40768  0.0847
H 12.77879 23.87659 -5.59870  0.1135
H 12.31140 24.45537 -7.18148  0.1310
H 10.41545 23.43378 -5.80431  0.1457
H 10.09216 25.00014 -6.42341  0.1455
C 4.66305 24.82179 -4.27560  -0.0883
C 4.57258 26.34946 -4.15969  -0.2184
C 5.92182 27.04726 -4.26489  -0.1655
C 6.92604 26.70068 -3.26635  -0.0995
N 7.71699 26.42449 -2.48355  0.0718
H 5.16518 24.40226 -3.39770  0.0642
H 5.18984 24.45058 -5.15565  0.0823
H 3.66967 24.37587 -4.28698  0.0892
H 4.11518 26.60756 -3.20301  0.1180
H 3.87931 26.68669 -4.92765  0.1175
H 5.76619 28.12992 -4.19732  0.0836
H 6.34349 26.89012 -5.26119  0.1195
C 13.67096 33.42206 -2.15604  -0.0895
C 13.09381 32.50475 -3.21316  -0.2588
C 12.07193 33.22631 -4.12837  -0.1848
C 12.62351 34.37943 -4.85331  -0.2248
N 13.09149 35.29103 -5.36806  0.1736
H 14.33025 32.83512 -1.51287  0.0662
H 12.90075 33.87065 -1.52425  0.0772
H 14.23146 34.24841 -2.59182  0.0865
H 12.58122 31.65726 -2.75688  0.0746
H 13.88357 32.14222 -3.87204  0.0971
H 11.18573 33.53605 -3.57357  0.1051
H 11.74208 32.56004 -4.92951  0.0707
C 14.09853 30.33327 -7.10639  -0.0616
C 13.62000 29.91960 -5.71129  -0.2525
C 14.74384 29.47063 -4.76235  -0.1784
C 15.54162 28.37617 -5.33559  -0.2224
N 16.15876 27.53152 -5.80781  0.1787
H 14.77619 31.18225 -6.99117  0.0916
H 13.26993 30.68230 -7.71791  0.0547
H 14.62841 29.51902 -7.59670  0.0806
H 12.98732 29.03191 -5.82268  0.0854
H 12.96232 30.66363 -5.26684  0.0687
H 14.35791 29.12511 -3.80034  0.0791
H 15.43250 30.27749 -4.49869  0.1245
C 9.29911 32.18183 -7.06155  -0.0839
C 10.68223 32.02348 -7.64980  -0.2761
C 10.71987 31.92838 -9.16016  -0.1744
C 10.22172 30.62136 -9.59535  -0.2206
N 9.82598 29.59250 -9.91638  0.1555
H 9.35672 32.07092 -5.97687  0.0555
H 8.65695 31.35538 -7.38340  0.0449
H 8.75547 33.08439 -7.33714  0.0928
H 11.17289 31.14679 -7.22065  0.0868
H 11.28207 32.90295 -7.39552  0.1110
H 11.70886 32.07444 -9.59752  0.1263
H 10.09943 32.71433 -9.59811  0.1331

Output
F_max ... 0.2164 hartree/bohr
LUMO ... -13.39 eV
Multiplicity ... 1
Charge ... +3
HOMO-LUMO gap ... 3.07 eV
HOMO level ... -16.45 eV



No. 2
Density functional theory data (ωB97M-V with the def2-TZVPD basis set) for 11 unconnected molecules or ions with the total composition C40H70N4O18 in a non-equilibrium geometry.

Each line ends with the Löwdin charge.
Cartesian coordinates (Å):
O 10.55688 -25.92353 3.60503  0.0851
C 9.61734 -26.67417 3.59240  -0.5283
C 9.26795 -27.68863 2.60558  -0.0984
C 7.76697 -27.94889 2.75054  -0.1338
C 7.58924 -27.60713 4.26169  -0.0736
O 8.65748 -26.56149 4.48928  0.0350
H 9.61839 -27.33480 1.62177  0.1119
H 9.74837 -28.64302 2.79946  0.1358
H 7.22429 -27.23087 2.05216  0.1270
H 7.51551 -29.02617 2.63569  0.1209
H 6.59788 -27.17890 4.49756  0.1044
H 7.86266 -28.52132 4.87804  0.1406
O 6.06186 -19.17403 4.15439  0.0833
C 7.27011 -19.19593 4.03855  -0.4557
C 8.28774 -19.91218 4.85159  -0.1150
C 9.58907 -19.75731 4.15530  -0.1406
C 9.38529 -18.42749 3.44686  -0.1381
O 7.97859 -18.38734 3.17766  0.0219
H 8.28723 -19.52697 5.87821  0.1139
H 7.93268 -21.01400 4.94411  0.1516
H 10.41311 -19.72162 4.89378  0.1052
H 9.73165 -20.57897 3.42807  0.0866
H 9.67788 -17.51192 3.98136  0.1256
H 9.98985 -18.31084 2.57231  0.1142
O 5.96568 -18.21572 -1.62188  0.1013
C 5.44553 -18.42730 -0.56747  -0.4997
C 4.19713 -17.73233 -0.00286  -0.0691
C 3.65171 -18.80864 0.87319  -0.1521
C 4.82031 -19.70099 1.28581  -0.1078
O 5.81357 -19.45292 0.23373  0.0006
H 4.47661 -16.79729 0.58739  0.1606
H 3.54889 -17.57402 -0.81237  0.1015
H 3.06202 -18.46136 1.71587  0.1226
H 2.97301 -19.41988 0.25953  0.1118
H 5.25564 -19.48226 2.26187  0.0936
H 4.59498 -20.72587 1.35676  0.0899
O 10.63944 -26.85152 -0.63777  0.0993
C 11.71605 -26.34430 -0.71297  -0.5029
C 12.26428 -25.20283 0.14719  -0.0476
C 13.73475 -25.00145 -0.40857  -0.0976
C 13.75132 -25.91369 -1.66366  -0.1286
O 12.68892 -26.85631 -1.45638  0.0366
H 11.63973 -24.37099 -0.14671  0.0905
H 12.03582 -25.31809 1.20481  0.1072
H 13.88808 -23.91974 -0.59011  0.1189
H 14.48767 -25.37822 0.29404  0.1091
H 13.61151 -25.46343 -2.58159  0.0978
H 14.69612 -26.47536 -1.68257  0.1293
O 2.78470 -22.84578 0.20262  0.0803
C 3.11563 -22.36110 -0.88510  -0.4319
C 4.47844 -21.87833 -1.28229  -0.0786
C 4.13847 -20.87649 -2.36745  -0.1393
C 2.85061 -21.38991 -2.94175  -0.1468
O 2.27765 -22.26328 -1.95315  0.0353
H 5.13432 -21.55095 -0.49595  0.0908
H 4.89087 -22.76460 -1.72678  0.1316
H 4.01607 -19.86828 -1.81124  0.1228
H 4.93299 -20.66434 -3.09133  0.1201
H 2.05147 -20.69664 -3.20021  0.1294
H 3.07475 -21.94778 -3.86361  0.1301
O 5.37398 -26.48512 -0.99773  0.1019
C 5.87323 -27.41832 -1.55646  -0.4704
C 7.30811 -27.61813 -2.05027  -0.0551
C 7.15266 -28.73639 -3.14130  -0.1256
C 5.97275 -29.47390 -2.55052  -0.1728
O 5.13114 -28.50417 -1.90168  0.0130
H 7.73689 -26.68128 -2.26877  0.0979
H 7.81992 -28.04354 -1.21260  0.1139
H 6.95116 -28.40940 -4.14077  0.1050
H 8.10552 -29.31298 -3.11999  0.1270
H 5.30715 -29.94193 -3.28969  0.1283
H 6.26421 -30.21276 -1.72950  0.1479
O 11.35098 -21.31078 -1.21988  0.0833
C 10.38434 -20.93583 -1.84229  -0.4613
C 9.11624 -20.30399 -1.24853  -0.0555
C 8.13654 -20.70280 -2.32448  -0.1712
C 8.97713 -20.62717 -3.62024  -0.1201
O 10.31512 -21.08884 -3.22190  0.0024
H 8.84327 -20.59922 -0.25106  0.1037
H 9.38108 -19.21309 -1.42838  0.1635
H 7.80333 -21.71301 -2.16396  0.0995
H 7.22786 -20.07511 -2.39445  0.0942
H 8.67757 -21.38445 -4.35266  0.1253
H 9.00597 -19.63393 -4.01645  0.1161
C 4.23611 -22.85538 4.48517  -0.0846
N 3.91182 -23.60569 3.30807  0.0075
C 4.46788 -24.84262 3.08991  -0.5071
C 4.23302 -25.43495 1.63110  0.0026
O 5.20259 -25.34432 3.90363  0.0269
H 3.24844 -22.42724 4.88084  0.1063
H 4.93569 -22.03116 4.35431  0.0656
H 4.69487 -23.48273 5.25184  0.0764
H 3.37996 -23.15366 2.59911  0.0969
H 3.19656 -25.43437 1.39359  0.0577
H 4.68028 -26.47664 1.64871  0.0835
H 4.78968 -24.75387 0.95674  0.0588
C 9.73260 -23.41305 6.49678  -0.0283
N 10.74906 -23.67870 5.45112  0.0458
C 11.91262 -23.09280 5.45509  -0.5529
C 12.80209 -23.23976 4.22209  0.0178
O 12.24288 -22.28363 6.34892  -0.0180
H 10.05130 -23.46169 7.51977  0.0706
H 8.95133 -24.16656 6.36667  0.0855
H 9.40641 -22.35583 6.48576  0.0744
H 10.53201 -24.42581 4.82148  0.0701
H 13.81304 -23.41582 4.56800  0.0801
H 12.75867 -22.24383 3.76189  0.0873
H 12.47801 -24.04114 3.57330  0.0512
C 10.37035 -18.93079 7.74485  -0.0787
N 11.66340 -19.25085 7.16115  0.0159
C 12.18169 -18.34774 6.24202  -0.5903
C 13.49118 -18.78192 5.67970  0.0035
O 11.66631 -17.30547 5.94043  0.0641
H 10.02272 -19.75670 8.31746  0.0750
H 9.65804 -18.72447 6.99901  0.0337
H 10.39208 -18.09164 8.45218  0.0958
H 11.74753 -20.23035 6.89953  0.0842
H 13.44678 -19.86318 5.49479  0.0744
H 14.16736 -18.46117 6.46037  0.0901
H 13.69868 -18.27589 4.74962  0.0795
C 8.37302 -24.21301 -0.11666  -0.0558
N 7.70011 -23.15738 0.62541  0.0478
C 8.22051 -22.46796 1.65677  -0.5338
C 9.66637 -22.65425 1.96325  0.0039
O 7.53541 -21.64872 2.29058  0.0366
H 9.27929 -23.78826 -0.58456  0.0832
H 7.66591 -24.67206 -0.82417  0.0801
H 8.70291 -25.04585 0.51588  0.0756
H 6.73683 -22.95711 0.61330  0.1058
H 10.32202 -21.76085 1.74256  0.1075
H 10.16075 -23.54018 1.50086  0.0612
H 9.72652 -22.74431 3.08162  0.0878

Output
F_max ... 0.0746 hartree/bohr
LUMO ... 0.24 eV
Multiplicity ... 1
HOMO-LUMO gap ... 9.38 eV
HOMO level ... -9.13 eV
SMILES ... O=C1CCCO1.O=C1CCCO1.O=C1CCCO1.O=C1CCCO1.O=C1CCCO1.O=C1CCCO1.O=C1CCCO1.CNC(C)=O.CNC(C)=O.CNC(C)=O.CNC(C)=O



No. 3
Density functional theory data (ωB97M-V with the def2-TZVPD basis set) for 8 unconnected molecules or ions with the total composition C40H71N9O3 in a non-equilibrium geometry.

Each line ends with the Löwdin charge.
Cartesian coordinates (Å):
C 1.17097 -2.91353 -2.19325  -0.0839
C 2.09039 -3.31651 -3.36324  -0.2298
N 1.36270 -3.69286 -4.58225  -0.0173
C 0.88589 -5.05884 -4.60635  -0.3332
C -0.37128 -5.06345 -5.54887  -0.0449
C -1.37778 -4.59427 -4.50470  -0.2272
C -2.85229 -4.39516 -4.88795  -0.1368
C -3.19639 -2.89973 -4.86583  -0.1866
C -3.22330 -2.30317 -3.43935  -0.1592
C -2.21591 -1.15666 -3.20564  -0.2040
N -2.50277 0.06097 -3.97755  0.0804
C -1.82980 0.23274 -5.19110  -0.5339
C -0.56422 -0.50265 -5.59050  0.0025
O -2.24786 1.04732 -5.94713  0.0655
C -1.01547 -5.54845 -3.37215  -0.4806
O -1.66704 -6.15372 -2.65874  0.2110
O 0.35699 -5.57808 -3.39685  0.0431
H 0.16467 -3.30817 -2.32474  0.0535
H 1.56492 -3.39776 -1.30138  0.0534
H 1.14063 -1.84638 -2.01201  0.0454
H 2.66296 -2.42109 -3.61728  0.1106
H 2.84556 -4.05108 -3.06380  0.1098
H 1.90323 -3.48644 -5.40816  0.1206
H 1.61608 -5.79722 -4.95026  0.1534
H -0.57779 -6.06856 -5.90996  0.1308
H -0.19908 -4.27943 -6.28303  0.1204
H -1.06961 -3.61725 -4.12441  0.1081
H -2.98332 -4.76490 -5.90849  0.1141
H -3.55590 -4.94368 -4.26041  0.1204
H -2.54730 -2.36022 -5.55694  0.1006
H -4.20897 -2.81140 -5.27066  0.1102
H -4.22380 -2.03432 -3.10412  0.1137
H -2.89019 -3.09614 -2.75672  0.1110
H -1.19574 -1.51719 -3.28853  0.0826
H -2.34782 -0.89473 -2.14875  0.1067
H -3.49173 0.04962 -4.20700  0.1251
H -0.46658 -1.49897 -5.15800  0.0380
H 0.32305 0.06330 -5.30403  0.0925
H -0.55681 -0.60908 -6.67071  0.0876
C -1.17954 -1.82887 1.58309  -0.0989
C -0.57893 -0.50171 2.03904  -0.2736
C 0.24521 0.18617 0.95128  -0.1776
C 1.36989 -0.66900 0.54052  -0.2116
N 2.22612 -1.34452 0.22045  0.1788
H -0.40547 -2.55625 1.32725  0.0613
H -1.78446 -2.26573 2.37843  0.0718
H -1.82012 -1.68925 0.70880  0.0696
H 0.04524 -0.67865 2.91930  0.1129
H -1.37958 0.16845 2.34310  0.0498
H 0.64049 1.13344 1.31790  0.1092
H -0.37443 0.39602 0.07761  0.1188
C 6.32947 0.11638 3.46808  -0.1098
C 4.98179 0.01141 2.76326  -0.2623
C 5.04179 0.42748 1.29080  -0.1871
C 5.47030 1.83172 1.17472  -0.2461
N 5.79710 2.91621 1.08515  0.1350
H 6.69332 1.14598 3.48642  0.0657
H 6.24590 -0.21730 4.50277  0.0412
H 7.07948 -0.50344 2.97207  0.0786
H 4.25339 0.63305 3.29050  0.1075
H 4.62659 -1.01918 2.82259  0.1035
H 4.06020 0.31997 0.83200  0.0743
H 5.74216 -0.20479 0.74336  0.1203
C 7.83909 2.99405 7.23033  -0.1098
C 6.32326 3.15262 7.26751  -0.2631
C 5.63374 2.09443 8.13537  -0.1857
C 5.90446 0.74534 7.61443  -0.2368
N 6.11348 -0.28980 7.19742  0.1543
H 8.13079 2.04013 6.78831  0.0702
H 8.28902 3.78294 6.62738  0.0732
H 8.26450 3.05106 8.23466  0.0762
H 5.93341 3.10187 6.24866  0.1094
H 6.07558 4.14229 7.65636  0.1069
H 4.55550 2.25496 8.14269  0.1148
H 5.99022 2.15074 9.16479  0.1183
C 2.84131 -4.72497 1.75102  -0.1140
C 3.45806 -5.93076 1.05269  -0.2612
C 4.98972 -5.91333 1.08479  -0.1858
C 5.50863 -4.71533 0.40306  -0.2445
N 5.90868 -3.79090 -0.12150  0.1463
H 3.12003 -3.79213 1.25706  0.0435
H 1.75265 -4.78994 1.73057  0.0693
H 3.15811 -4.67017 2.79533  0.0768
H 3.11220 -5.96030 0.01696  0.1076
H 3.10511 -6.84542 1.53351  0.1072
H 5.38923 -6.79726 0.58719  0.1144
H 5.35075 -5.91345 2.11420  0.1182
C -4.32886 1.89634 5.12892  -0.1081
C -3.15299 2.76619 5.56024  -0.2542
C -2.65495 3.69074 4.44499  -0.2024
C -2.19642 2.90077 3.29078  -0.1988
N -1.84231 2.29023 2.39992  0.1736
H -4.05264 1.22343 4.31509  0.0675
H -4.67047 1.27822 5.95974  0.0717
H -5.16853 2.50992 4.79608  0.0780
H -2.33702 2.12221 5.89701  0.1098
H -3.45279 3.37704 6.41348  0.1097
H -1.82732 4.30225 4.80146  0.1143
H -3.44664 4.35582 4.12130  0.0606
C -4.53733 2.98543 -5.72659  -0.1149
C -6.00101 3.35780 -5.93206  -0.2610
C -6.74952 3.55019 -4.60973  -0.1885
C -6.72438 2.30471 -3.82437  -0.2455
N -6.70336 1.33735 -3.22949  0.1415
H -4.43441 2.03701 -5.20686  0.0410
H -4.03122 2.88245 -6.68413  0.0711
H -4.01466 3.75090 -5.14813  0.0842
H -6.49029 2.57850 -6.52057  0.1117
H -6.06217 4.28149 -6.51183  0.1060
H -7.78817 3.82549 -4.79539  0.1138
H -6.28955 4.34548 -4.02149  0.1160
C -3.85025 5.86575 0.75243  -0.1020
C -4.32632 7.27278 1.10095  -0.2598
C -3.46855 7.94297 2.17987  -0.1768
C -3.50775 7.16314 3.42643  -0.2064
N -3.53592 6.54798 4.38098  0.1644
H -3.91447 5.19553 1.61129  0.0589
H -4.46847 5.43918 -0.03747  0.0740
H -2.81576 5.87567 0.40356  0.0812
H -5.36510 7.22705 1.43475  0.1119
H -4.30576 7.89127 0.20178  0.1079
H -3.83529 8.94840 2.38693  0.1174
H -2.43206 8.02320 1.84961  0.1218

Output
F_max ... 0.1126 hartree/bohr
LUMO ... 0.47 eV
Multiplicity ... 1
HOMO-LUMO gap ... 9.63 eV
HOMO level ... -9.16 eV
SMILES ... CCN[C@@H]1C[C@@H](CCCCNC(C)=O)C(=O)O1.CCCC#N.CCCC#N.CCCC#N.CCCC#N.CCCC#N.CCCC#N.CCCC#N



> Which of these has the lowest HOMO level?

C40H70AsF6HfN10



> Among the records above, which one has the lowest F_max?

C40H70N4O18